{"formula": "C2H6N4O2", "method": "ωB97M-V/def2-TZVPD", "species": ["O", "O", "N", "N", "N", "N", "C", "C", "H", "H", "H", "H", "H", "H"], "coordinates": [[-3.15, 2.51, 0.95], [-0.24, -0.24, 1.33], [-2.50, 0.91, 3.49], [-1.48, 0.86, 2.84], [-2.01, 1.02, -0.46], [3.86, -2.49, -4.54], [-2.68, 1.76, 0.22], [-0.41, 0.30, 2.42], [-2.96, 1.81, 3.25], [-1.16, 0.43, -0.19], [3.33, -2.56, -3.67], [0.57, 0.63, 3.01], [4.31, -1.68, -4.19], [4.52, -3.27, -4.47]], "lowdin_charge": [0.13, -0.04, 0.20, 0.01, 0.17, 0.00, -0.45, -0.37, 0.08, 0.10, 0.01, 0.18, -0.01, 0.01], "spin_multiplicity": 1, "gap_ev": 9.20, "smiles": "[H]/N=N/C=O.N=C=O.N"}